136
Properties=species:S:1:pos:R:3 method="wB97M-V/def2-TZVPD" homo_energy_ev=-8.603 relative_energy_kj_mol=42.8 orbital_gap_ev=8.87 energy_ha=-4367.53159 spin_multiplicity=1
C 4.377 1.796 5.981
S 3.565 1.696 4.372
O 4.044 2.823 3.501
C 4.424 0.216 3.780
H 5.428 1.543 5.866
H 3.842 1.149 6.681
H 4.267 2.780 6.436
H 5.440 0.108 4.151
H 4.407 0.268 2.695
H 3.745 -0.564 4.132
C -5.391 -2.391 -2.414
S -4.066 -2.548 -1.231
O -3.298 -3.832 -1.501
C -2.977 -1.219 -1.892
H -5.165 -2.979 -3.305
H -5.559 -1.359 -2.735
H -6.376 -2.687 -2.053
H -2.689 -1.460 -2.920
H -2.136 -0.947 -1.262
H -3.579 -0.323 -2.055
C -0.545 -5.376 -2.495
S 0.372 -5.350 -0.917
O 1.778 -5.681 -1.399
C 0.189 -3.554 -0.727
H -0.192 -4.696 -3.269
H -1.620 -5.388 -2.315
H -0.309 -6.341 -2.956
H -0.887 -3.343 -0.772
H 0.608 -2.956 -1.532
H 0.520 -3.346 0.289
C 1.223 6.786 -2.790
S 0.542 5.149 -2.625
O 0.451 4.961 -1.151
C -1.136 5.399 -3.315
H 0.495 7.591 -2.703
H 1.781 6.929 -3.718
H 1.965 6.873 -1.997
H -1.524 6.423 -3.299
H -1.910 4.782 -2.867
H -1.083 5.251 -4.397
C -0.096 -1.411 -3.204
C -0.269 -2.257 -4.298
C 0.761 -2.335 -5.234
C 1.921 -1.572 -5.039
C 2.077 -0.720 -3.949
C 1.020 -0.614 -3.046
H -0.885 -1.418 -2.459
H -1.133 -2.902 -4.385
H 0.759 -3.133 -5.964
H 2.753 -1.582 -5.733
H 2.983 -0.209 -3.649
H 0.917 0.083 -2.224
C -1.539 0.850 -0.157
C -1.255 -0.234 0.663
C 0.060 -0.404 1.117
C 1.075 0.443 0.768
C 0.791 1.478 -0.130
C -0.508 1.672 -0.597
H -2.579 1.005 -0.423
H -2.033 -0.925 0.963
H 0.290 -1.236 1.773
H 2.103 0.349 1.091
H 1.516 2.229 -0.417
H -0.738 2.363 -1.398
C 0.221 0.440 5.615
C -0.047 1.006 6.866
C -0.748 2.198 6.948
C -0.933 2.942 5.791
C -0.591 2.446 4.526
C -0.050 1.151 4.485
H 0.689 -0.535 5.551
H 0.117 0.476 7.797
H -1.017 2.563 7.931
H -1.246 3.979 5.856
H -0.925 3.017 3.673
H 0.188 0.791 3.491
C -1.453 -2.546 3.092
C -0.824 -3.699 2.653
C -1.626 -4.706 2.154
C -3.003 -4.508 2.083
C -3.602 -3.283 2.375
C -2.798 -2.278 2.895
H -0.786 -1.804 3.523
H 0.259 -3.708 2.677
H -1.294 -5.632 1.704
H -3.452 -5.392 1.643
H -4.666 -3.122 2.272
H -3.273 -1.376 3.256
O -3.505 1.688 -0.758
C -3.756 1.783 0.416
O -4.558 0.897 1.020
C -4.758 1.228 2.407
C -3.774 2.401 2.682
C -3.478 2.986 1.313
H -4.578 0.413 3.100
H -5.772 1.615 2.505
H -2.904 2.065 3.252
H -4.222 3.079 3.412
H -2.454 3.327 1.228
H -4.303 3.670 1.111
O 2.265 -2.821 1.813
C 3.095 -3.635 2.091
O 4.253 -3.298 2.712
C 5.060 -4.402 3.117
C 4.328 -5.645 2.512
C 3.081 -5.131 1.804
H 4.988 -4.451 4.201
H 6.042 -4.274 2.673
H 4.088 -6.369 3.291
H 5.054 -6.163 1.885
H 2.090 -5.481 2.078
H 3.211 -5.154 0.719
O -3.811 4.018 -4.517
C -3.475 2.872 -4.582
O -3.249 2.270 -5.794
C -3.072 0.869 -5.554
C -2.412 0.810 -4.183
C -3.173 1.908 -3.453
H -2.477 0.504 -6.391
H -3.946 0.212 -5.480
H -1.329 0.938 -4.277
H -2.439 -0.198 -3.766
H -2.597 2.323 -2.633
H -4.113 1.494 -3.077
O 5.386 5.178 -4.188
C 4.921 4.219 -3.634
O 3.637 4.195 -3.238
C 3.502 3.271 -2.151
C 4.916 2.840 -1.757
C 5.663 3.042 -3.084
H 2.884 2.407 -2.412
H 3.005 3.662 -1.262
H 4.971 1.808 -1.424
H 5.298 3.583 -1.058
H 5.520 2.184 -3.754
H 6.745 3.143 -3.108

---

139
Properties=species:S:1:pos:R:3 method="wB97M-V/def2-TZVPD" homo_energy_ev=-7.263 orbital_gap_ev=6.68 energy_ha=-3311.49585 spin_multiplicity=1
C -10.854 32.731 -8.621
C -11.641 32.787 -7.273
N -10.838 33.180 -6.025
C -10.250 34.536 -6.481
C -11.764 33.481 -4.762
C -12.619 32.201 -4.349
C -9.672 32.187 -5.690
C -9.045 32.456 -4.290
O -8.795 33.887 -4.122
C -8.384 34.361 -2.862
H -11.416 32.251 -9.422
H -9.901 32.205 -8.570
H -10.604 33.739 -8.950
H -12.077 31.795 -7.149
H -12.463 33.502 -7.321
H -9.928 35.056 -5.579
H -11.137 35.115 -6.737
H -9.438 34.498 -7.208
H -12.479 34.145 -5.248
H -11.220 33.944 -3.938
H -13.334 32.403 -3.552
H -12.000 31.422 -3.904
H -13.153 31.822 -5.220
H -8.973 32.172 -6.526
H -10.235 31.254 -5.723
H -8.102 31.946 -4.094
H -9.727 32.155 -3.494
H -8.425 35.449 -2.815
H -7.431 33.960 -2.516
H -9.213 34.053 -2.224
Cl -13.760 26.377 -8.017
O -12.999 26.683 -9.178
O -15.032 27.091 -8.019
O -14.053 24.942 -7.910
O -13.031 26.866 -6.877
C -15.083 37.757 -15.399
C -14.304 39.018 -15.572
C -14.002 39.754 -14.262
C -13.585 38.901 -13.154
N -13.263 38.194 -12.329
H -14.557 36.878 -15.030
H -15.444 37.413 -16.368
H -15.989 37.845 -14.800
H -14.767 39.679 -16.305
H -13.321 38.790 -15.983
H -14.851 40.322 -13.882
H -13.221 40.452 -14.565
C -13.761 37.268 6.061
C -14.220 37.149 4.607
C -13.327 38.020 3.641
C -11.938 37.646 3.372
N -10.825 37.418 3.198
H -13.908 38.245 6.521
H -12.759 36.876 6.234
H -14.366 36.546 6.608
H -15.252 37.476 4.480
H -14.223 36.114 4.264
H -13.362 39.081 3.887
H -13.822 37.859 2.683
N -7.344 40.847 -6.535
C -7.231 39.986 -5.488
C -7.397 40.632 -4.272
C -7.808 41.919 -4.590
C -7.851 42.053 -6.019
H -7.068 40.581 -7.470
H -7.024 38.945 -5.688
H -7.375 40.236 -3.268
H -8.073 42.667 -3.858
H -8.011 42.978 -6.553
N 0.172 32.780 -1.652
C -0.260 32.751 -0.298
C -1.604 32.268 -0.279
C -1.914 31.828 -1.563
C -0.821 32.170 -2.429
H 1.079 33.077 -1.981
H 0.333 33.209 0.479
H -2.194 32.058 0.601
H -2.827 31.375 -1.920
H -0.779 31.965 -3.488
N -5.398 27.753 -8.567
C -6.420 28.232 -9.342
C -5.773 28.973 -10.322
C -4.426 28.892 -10.107
C -4.177 28.209 -8.958
H -5.545 27.239 -7.711
H -7.450 28.118 -9.039
H -6.236 29.495 -11.146
H -3.724 29.295 -10.821
H -3.362 27.949 -8.300
N -7.053 28.536 1.934
C -8.245 29.097 1.575
C -8.931 28.136 0.820
C -8.287 26.891 0.965
C -7.026 27.255 1.496
H -6.347 29.004 2.484
H -8.417 30.135 1.819
H -9.868 28.221 0.291
H -8.515 25.902 0.595
H -6.136 26.705 1.767
N -4.255 34.154 -8.910
C -3.967 34.135 -7.593
C -3.730 35.413 -7.174
C -3.873 36.228 -8.288
C -4.228 35.427 -9.349
H -4.654 33.338 -9.350
H -3.713 33.223 -7.073
H -3.571 35.650 -6.133
H -3.755 37.297 -8.192
H -4.603 35.639 -10.340
N -16.023 28.995 -15.277
C -16.654 29.970 -16.018
C -15.770 30.985 -16.246
C -14.603 30.658 -15.494
C -14.791 29.433 -14.901
H -16.367 28.122 -14.905
H -17.705 29.842 -16.230
H -15.854 31.901 -16.811
H -13.668 31.193 -15.408
H -14.125 28.830 -14.302
N -19.214 33.360 -6.619
C -19.848 34.291 -5.882
C -19.857 33.880 -4.583
C -19.184 32.673 -4.575
C -18.818 32.325 -5.861
H -19.005 33.392 -7.607
H -20.312 35.087 -6.444
H -20.291 34.441 -3.768
H -19.059 32.139 -3.644
H -18.373 31.459 -6.329
N -12.611 39.291 -4.601
C -13.066 38.908 -3.413
C -14.354 38.392 -3.636
C -14.674 38.587 -4.990
C -13.601 39.175 -5.531
H -11.701 39.652 -4.851
H -12.510 38.911 -2.487
H -15.088 37.934 -2.989
H -15.583 38.280 -5.485
H -13.451 39.569 -6.525

---

144
Properties=species:S:1:pos:R:3 method="wB97M-V/def2-TZVPD" homo_energy_ev=-9.584 orbital_gap_ev=6.44 energy_ha=-2870.46881 spin_multiplicity=1 total_charge=+1
C -4.398 -1.799 -0.873
C -3.872 -2.636 0.296
C -3.397 -1.758 1.472
C -1.941 -1.977 1.886
C -0.947 -2.087 0.717
C 0.298 -1.198 0.861
C 1.580 -1.989 1.173
C 2.557 -1.155 2.021
C 4.028 -1.355 1.679
C 4.610 -0.475 0.556
C 3.638 0.000 -0.505
C 4.356 0.821 -1.574
C 3.542 1.941 -2.213
C 2.132 1.534 -2.625
N 1.430 2.709 -3.148
C 0.375 3.282 -2.660
N -0.213 2.825 -1.516
C 0.589 3.069 -0.276
C -0.189 2.793 0.988
O 0.757 2.330 1.936
C 0.206 2.074 3.189
C -0.764 0.925 3.315
O 0.548 2.755 4.151
B -1.608 3.415 -1.447
O -2.598 2.733 -2.113
O -1.838 4.547 -0.748
C -3.133 4.681 -0.132
N -0.226 4.358 -3.326
C 0.428 5.667 -3.005
O -0.132 6.706 -3.688
C -1.414 7.131 -3.211
C -0.450 4.125 -4.769
C 0.630 4.615 -5.727
F -1.651 4.672 -5.102
H -3.588 -1.510 -1.540
H -5.140 -2.335 -1.454
H -4.876 -0.890 -0.519
H -4.701 -3.247 0.640
H -3.101 -3.316 -0.049
H -3.600 -0.711 1.271
H -4.005 -2.024 2.333
H -1.866 -2.826 2.557
H -1.642 -1.113 2.479
H -1.439 -1.842 -0.222
H -0.627 -3.121 0.647
H 0.463 -0.610 -0.044
H 0.167 -0.497 1.682
H 2.066 -2.360 0.276
H 1.290 -2.838 1.785
H 2.313 -0.095 1.978
H 2.420 -1.440 3.060
H 4.592 -1.093 2.571
H 4.253 -2.402 1.500
H 5.404 -1.048 0.086
H 5.059 0.405 1.008
H 3.102 -0.830 -0.964
H 2.869 0.627 -0.051
H 4.806 0.197 -2.340
H 5.179 1.322 -1.068
H 4.062 2.184 -3.139
H 3.547 2.849 -1.616
H 1.562 1.034 -1.854
H 2.232 0.855 -3.466
H 1.833 3.098 -3.989
H 0.990 4.078 -0.239
H 1.455 2.412 -0.264
H -0.959 2.026 0.851
H -0.682 3.697 1.339
H -0.460 0.087 2.695
H -1.751 1.288 3.049
H -0.727 0.598 4.345
H -3.059 2.081 -1.578
H -3.922 4.769 -0.868
H -3.324 3.835 0.521
H -3.113 5.582 0.464
H 1.498 5.616 -3.197
H 0.324 5.819 -1.927
H -1.448 8.206 -3.337
H -1.554 6.905 -2.162
H -2.193 6.710 -3.834
H -0.548 3.047 -4.887
H 0.295 5.536 -6.186
H 0.759 3.898 -6.529
H 1.602 4.762 -5.267
N -6.877 -4.462 2.778
C -5.928 -5.449 2.741
C -6.557 -6.625 2.440
C -7.941 -6.338 2.285
C -8.106 -4.997 2.498
H -6.701 -3.497 2.981
H -4.892 -5.229 2.933
H -6.081 -7.586 2.340
H -8.724 -7.037 2.044
H -8.988 -4.380 2.476
N -2.678 -1.580 7.477
C -1.921 -2.711 7.338
C -0.610 -2.328 7.245
C -0.574 -0.910 7.337
C -1.865 -0.480 7.479
H -3.676 -1.562 7.563
H -2.377 -3.686 7.316
H 0.230 -2.992 7.125
H 0.300 -0.280 7.301
H -2.275 0.511 7.582
N 2.462 -5.139 6.535
C 1.889 -6.369 6.711
C 2.175 -7.127 5.608
C 2.956 -6.323 4.733
C 3.117 -5.104 5.334
H 2.411 -4.379 7.187
H 1.329 -6.598 7.601
H 1.863 -8.144 5.445
H 3.354 -6.609 3.774
H 3.638 -4.218 5.013
N 9.296 -2.991 -0.701
C 8.016 -2.605 -0.983
C 8.077 -1.543 -1.844
C 9.451 -1.280 -2.094
C 10.176 -2.191 -1.376
H 9.551 -3.745 -0.091
H 7.175 -3.119 -0.548
H 7.232 -1.013 -2.252
H 9.860 -0.511 -2.729
H 11.239 -2.339 -1.287
N 0.684 -3.666 -2.162
C 1.610 -4.673 -2.233
C 0.949 -5.829 -2.547
C -0.430 -5.509 -2.675
C -0.561 -4.169 -2.434
H 0.886 -2.709 -1.943
H 2.654 -4.481 -2.054
H 1.402 -6.798 -2.672
H -1.232 -6.186 -2.916
H -1.429 -3.531 -2.430
N -4.792 8.133 -7.914
C -4.830 8.989 -6.849
C -4.031 8.471 -5.866
C -3.487 7.254 -6.362
C -3.975 7.075 -7.629
H -5.290 8.262 -8.776
H -5.420 9.889 -6.882
H -3.856 8.916 -4.901
H -2.816 6.586 -5.852
H -3.813 6.290 -8.347

---

LUMO in hartree, matching the order above: 0.010; -0.022; -0.116